{
  "formula": "C27H21CaN4O3",
  "method": "ωB97M-V with the def2-TZVPD basis set",
  "symbols": ["Ca", "C", "O", "C", "C", "C", "C", "C", "C", "N", "N", "C", "O", "C", "C", "C", "C", "C", "C", "C", "O", "H", "H", "H", "H", "H", "H", "H", "H", "H", "H", "H", "H", "C", "C", "C", "C", "N", "C", "C", "C", "C", "C", "C", "C", "H", "H", "H", "H", "H", "H", "H", "H", "N", "C", "H"],
  "positions_angstrom": [[-0.0643, -0.7703, 0.7609], [-4.3789, 0.2239, 4.8635], [-3.6468, -0.1527, 3.7245], [-4.0382, 0.3806, 2.5322], [-5.1091, 1.2313, 2.3779], [-5.4400, 1.7431, 1.1104], [-4.6854, 1.3715, 0.0215], [-3.5602, 0.5392, 0.1547], [-2.7930, 0.2810, -1.0568], [-1.5973, -0.1654, -1.0874], [-1.0665, -0.3531, -2.3581], [-0.0405, -1.1768, -2.3058], [0.4102, -1.7884, -1.2854], [0.6847, -1.3733, -3.6099], [1.8493, -2.1334, -3.6157], [2.5673, -2.3146, -4.7899], [2.1242, -1.7389, -5.9719], [0.9595, -0.9801, -5.9721], [0.2441, -0.7966, -4.7987], [-3.1854, 0.0264, 1.4281], [-2.1421, -0.6823, 1.6335], [-3.9124, -0.2828, 5.7052], [-5.4272, -0.0865, 4.7913], [-4.3389, 1.3062, 5.0263], [-5.7103, 1.5179, 3.2303], [-6.2938, 2.3986, 0.9995], [-4.9364, 1.7442, -0.9659], [-3.2893, 0.4943, -2.0081], [2.1738, -2.5676, -2.6793], [3.4756, -2.9052, -4.7811], [2.6810, -1.8782, -6.8910], [0.6066, -0.5280, -6.8915], [-0.6610, -0.2053, -4.7811], [2.8365, 1.5895, -1.9748], [4.0813, 1.2133, -1.4924], [4.1676, 0.5941, -0.2619], [3.0091, 0.3512, 0.4849], [1.8081, 0.6938, -0.0087], [1.7339, 1.2985, -1.1951], [3.0546, -0.3168, 1.8202], [4.2249, -0.1828, 2.5769], [4.3348, -0.8031, 3.8096], [3.2658, -1.5570, 4.2769], [2.1061, -1.6564, 3.5173], [1.9285, -1.0451, 2.2643], [2.7091, 2.0650, -2.9371], [4.9759, 1.3861, -2.0787], [5.1228, 0.2616, 0.1181], [0.7342, 1.5327, -1.5452], [5.0470, 0.4306, 2.2239], [5.2358, -0.6907, 4.4016], [3.3338, -2.0530, 5.2403], [1.2925, -2.2418, 3.9425], [-2.2130, 2.9645, 1.4511], [-1.0579, 3.0091, 1.5691], [-3.1906, 2.7780, 1.2874]],
  "forces_ev_per_angstrom": [[-0.20, -0.18, -0.11], [0.03, -0.03, -0.05], [-0.02, 0.02, 0.02], [-0.01, 0.05, -0.03], [0.00, -0.04, 0.08], [0.01, 0.02, -0.06], [-0.02, -0.01, 0.06], [-0.04, 0.03, -0.01], [0.02, -0.01, 0.00], [-0.04, 0.00, -0.01], [0.04, -0.05, 0.02], [0.03, 0.06, -0.07], [-0.04, 0.07, 0.07], [0.00, -0.04, 0.04], [-0.01, 0.01, 0.00], [0.00, 0.00, 0.01], [-0.01, 0.01, -0.02], [-0.02, 0.01, 0.01], [0.00, 0.00, 0.00], [0.11, -0.01, -0.10], [0.07, 0.01, 0.06], [-0.01, 0.01, 0.01], [-0.01, 0.01, 0.01], [-0.01, 0.00, 0.01], [0.01, -0.01, 0.00], [0.00, 0.00, 0.00], [0.00, 0.00, -0.01], [0.01, 0.00, -0.01], [0.01, 0.00, -0.01], [0.00, 0.00, 0.00], [0.01, -0.01, 0.01], [0.01, -0.01, -0.01], [0.00, 0.00, 0.01], [-0.02, 0.01, 0.00], [-0.01, 0.00, 0.00], [0.00, -0.02, 0.03], [-0.03, -0.02, 0.03], [0.07, 0.06, 0.00], [-0.06, -0.03, 0.02], [-0.01, 0.05, -0.08], [-0.03, -0.03, 0.02], [0.00, 0.00, 0.00], [0.01, 0.02, -0.01], [-0.05, -0.03, 0.02], [0.15, 0.00, 0.08], [0.02, 0.00, -0.01], [0.00, 0.00, 0.00], [0.01, 0.01, -0.02], [0.00, 0.01, 0.00], [0.00, 0.00, 0.00], [0.00, 0.00, 0.00], [0.00, 0.00, 0.00], [-0.01, 0.00, -0.02], [0.03, -0.01, -0.01], [0.00, 0.08, 0.02], [-0.03, -0.02, 0.01]],
  "mulliken_charge": [1.994, -1.013, -0.335, 0.994, -0.516, -1.050, -0.981, 1.281, -1.244, 0.537, -0.738, 0.401, -1.047, 0.411, -0.428, -0.617, -0.323, -0.593, -0.219, 0.587, -1.238, 0.239, 0.367, 0.386, 0.338, 0.319, 0.291, 0.287, 0.388, 0.377, 0.370, 0.365, 0.430, -0.939, -0.351, -0.765, 0.447, -0.103, -0.179, 0.974, -0.748, -0.533, -0.536, -0.586, -0.722, 0.412, 0.397, 0.358, 0.480, 0.311, 0.353, 0.342, 0.329, -0.087, -0.190, 0.313],
  "charge": -1,
  "total_energy_ha": -2163.9555,
  "de_lowest_kj_mol": 53.9,
  "fmax_ev_per_a": 0.3
}